Density functional theory data (ωB97M-V with the def2-TZVPD basis set) for the molecule C4H4S2.

Calculated values
Orbital gap: 8.2 eV
SMILES: S=C1CC=CS1
HOMO level: -8.51 eV
Calculated total energy: -25881.40700 eV
Lowest unoccupied orbital energy: -0.01021 Eh

Last columns: bonded neighbours and bond lengths (Å).
Element x y z (Å)
1 C -0.243 0.064 0.508  C2 1.520, S9 1.683, S10 1.702
2 C 0.110 -1.321 -0.008  C1 1.520, C3 1.455, H5 1.218, H6 1.123
3 C 0.499 -1.377 -1.409  C2 1.455, C4 1.325, H7 1.153
4 C 0.582 -0.203 -2.019  C3 1.325, H8 1.111, S10 1.837
5 H -0.643 -2.204 0.362  C2 1.218
6 H 0.956 -1.613 0.671  C2 1.123
7 H 0.923 -2.426 -1.625  C3 1.153
8 H 1.288 0.144 -2.803  C4 1.111
9 S -0.549 0.362 2.136  C1 1.683
10 S 0.036 1.083 -0.826  C1 1.702, C4 1.837